{"formula": "C34H30Cl2N5O3PS3V", "method": "ωB97M-V/def2-TZVPD", "symbols": ["V", "Cl", "Cl", "S", "S", "S", "P", "O", "O", "O", "N", "N", "N", "N", "N", "C", "C", "C", "C", "C", "C", "C", "C", "C", "C", "C", "C", "C", "C", "C", "C", "C", "C", "C", "C", "C", "C", "C", "C", "C", "C", "C", "C", "C", "C", "C", "C", "C", "C", "H", "H", "H", "H", "H", "H", "H", "H", "H", "H", "H", "H", "H", "H", "H", "H", "H", "H", "H", "H", "H", "H", "H", "H", "H", "H", "H", "H", "H", "H"], "positions_angstrom": [[-0.1278, 0.4317, 0.0182], [-3.9849, 4.1981, -1.0663], [0.9802, 2.5857, 0.2781], [3.0500, 0.4197, -1.7613], [-1.2869, 0.4388, 2.6003], [-1.8801, 1.7850, -0.6962], [-1.3347, -1.5229, -0.5736], [2.9702, -0.1720, -3.0618], [1.1859, -0.7872, 1.1436], [3.3321, 1.8239, -1.6763], [-0.6903, -3.0860, -0.0968], [-1.7904, 3.0620, 2.6979], [1.7130, 0.0214, -0.8688], [0.1808, 2.5626, 3.4777], [1.1379, -3.0129, -1.5134], [3.1219, -4.2888, -1.1018], [-1.4251, 3.4752, -0.5157], [4.1643, -1.5540, 1.4210], [-1.6128, -1.6408, -2.3787], [-2.0201, -1.5813, -5.1385], [-0.1389, 3.8556, -0.1468], [0.6106, -3.4866, -0.3902], [-1.9155, 5.8632, -0.6709], [-1.0156, -0.8112, -4.5696], [-5.5723, -2.3682, 1.1455], [2.5658, -4.7702, 0.0804], [-3.0188, -1.8530, 0.1101], [-3.5410, -3.1539, 0.1253], [2.0675, -0.5829, 0.2754], [5.5352, -1.7426, 1.2915], [3.5061, -0.9041, 0.3970], [-0.8175, -0.8412, -3.1987], [4.1895, -0.4516, -0.7129], [-2.8144, -2.3846, -4.3322], [1.2990, -4.3731, 0.4493], [-0.9330, 2.0615, 2.9194], [-4.8065, -3.4076, 0.6332], [5.5478, -0.6337, -0.8634], [-2.3174, 4.5367, -0.7318], [-0.6000, 6.1796, -0.3691], [0.1639, 4.0226, 3.5103], [-2.6153, -2.4103, -2.9588], [1.3983, 1.8238, 3.7143], [6.2170, -1.2927, 0.1628], [-1.2607, 4.3751, 3.0472], [-3.8018, -0.8214, 0.6215], [-5.0663, -1.0788, 1.1394], [0.2988, 5.1642, -0.0864], [2.3666, -3.4124, -1.8566], [-2.6343, 2.9066, 2.1730], [0.9263, 4.4230, 2.8374], [0.3757, 4.3843, 4.5167], [6.0836, -2.2483, 2.0769], [-2.9478, -3.9754, -0.2545], [-0.9692, -3.3067, 0.8484], [4.1151, -4.5784, -1.4182], [-6.5582, -2.5661, 1.5513], [1.7154, 1.9337, 4.7523], [-2.1866, -1.5544, -6.2086], [-0.0155, -0.2571, -2.7692], [7.2854, -1.4511, 0.0854], [-3.2571, -3.0284, -2.3458], [1.3264, 5.3844, 0.1796], [2.7537, -2.9900, -2.7791], [2.1950, 2.1901, 3.0624], [1.2158, 0.7749, 3.4985], [-1.2612, 5.0413, 2.1868], [-2.6423, 6.6419, -0.8681], [-3.4236, 0.1870, 0.6221], [3.1244, -5.4485, 0.7153], [3.6141, -1.9071, 2.2849], [-3.5995, -2.9872, -4.7716], [-5.6529, -0.2629, 1.5462], [0.8415, -4.7268, 1.3655], [6.0675, -0.2742, -1.7430], [-0.2777, 7.2130, -0.3493], [-1.8494, 4.8295, 3.8431], [-5.1955, -4.4191, 0.6296], [-0.3835, -0.1881, -5.1904]], "forces_ev_per_a": [[-1.66, 0.60, 0.85], [0.00, 0.01, -0.04], [0.48, 0.41, 0.20], [-0.10, -0.06, -0.07], [0.34, -0.02, -0.33], [-0.09, 0.24, -0.35], [-0.29, -1.00, -0.20], [-0.03, -0.12, -0.04], [0.55, 0.13, -0.17], [-0.06, 0.01, 0.03], [0.18, 0.27, -0.06], [-0.13, 0.17, -0.07], [1.03, -0.08, 0.12], [0.06, -0.08, -0.08], [0.03, 0.01, 0.01], [0.06, 0.01, -0.01], [-0.08, -0.10, 0.05], [0.03, -0.09, 0.10], [0.02, 0.16, 0.02], [0.01, -0.01, 0.02], [-0.18, 0.10, 0.01], [-0.14, 0.16, -0.16], [-0.12, 0.00, -0.03], [-0.01, 0.00, -0.02], [-0.02, 0.00, 0.01], [-0.03, -0.01, 0.06], [0.04, -0.13, 0.06], [-0.02, 0.04, 0.09], [0.08, -0.37, -0.10], [0.01, -0.02, 0.02], [-0.08, -0.07, -0.08], [0.01, -0.09, 0.03], [-0.02, 0.03, 0.00], [0.01, -0.01, 0.02], [0.02, -0.04, 0.06], [-0.06, 0.12, 0.20], [0.03, 0.02, -0.02], [-0.03, 0.05, -0.09], [0.12, 0.01, 0.03], [-0.01, 0.07, -0.01], [0.00, -0.05, 0.02], [-0.05, -0.06, -0.04], [-0.05, 0.03, 0.03], [0.00, -0.01, 0.01], [-0.02, -0.15, -0.03], [-0.02, -0.09, -0.06], [0.03, 0.03, -0.04], [0.17, 0.00, 0.07], [-0.11, 0.08, 0.03], [0.02, -0.04, -0.02], [0.03, -0.03, -0.05], [0.00, 0.00, 0.02], [-0.02, 0.01, -0.03], [-0.02, 0.00, -0.02], [-0.02, -0.10, 0.06], [-0.04, 0.01, 0.00], [0.06, 0.01, -0.03], [0.00, 0.01, 0.02], [0.01, -0.01, 0.02], [0.05, 0.03, 0.01], [-0.03, -0.01, 0.00], [0.00, 0.03, -0.02], [-0.05, -0.05, -0.04], [-0.02, 0.00, 0.04], [0.01, 0.02, -0.04], [-0.03, -0.06, -0.02], [0.00, 0.02, -0.06], [0.04, -0.05, 0.01], [0.05, 0.11, 0.02], [-0.02, 0.01, -0.03], [0.04, 0.01, -0.03], [0.01, 0.01, 0.01], [0.04, -0.03, -0.04], [0.02, 0.01, -0.02], [0.00, -0.01, 0.06], [-0.03, -0.05, 0.02], [-0.02, 0.00, 0.04], [0.03, 0.03, 0.01], [-0.02, -0.02, 0.03]], "charge": 0, "s2": 0.780, "spin_multiplicity": 2, "e_above_lowest_ev": 1.019, "fmax_ev_per_a": 1.96, "lumo_ev": [0.161, 0.156], "energy_ha": -5213.539415}